9
Properties=species:S:1:pos:R:3:forces:R:3:nbo_charge:R:1 method="wB97M-V/def2-TZVPD" total_charge=+1 smiles=[NH3+][C@@H]1NO1 orbital_gap_ha=0.4124
N -0.896 -0.168 -0.172 -1.84 1.03 0.91 -0.71
C 0.554 -0.328 -0.009 1.61 -0.61 -2.52 0.29
N 1.342 0.539 0.721 0.06 0.19 1.63 -0.24
O 1.444 0.479 -0.719 -1.19 0.36 -0.53 -0.30
H -1.318 -0.082 0.766 0.00 0.09 -0.15 0.46
H -1.317 -0.989 -0.548 -0.11 -1.45 -0.42 0.45
H -1.353 0.544 -0.757 0.97 0.74 0.01 0.47
H 0.784 -1.352 -0.213 0.20 -0.76 0.97 0.22
H 0.761 1.355 0.930 0.30 0.41 0.10 0.34